[1]
{"formula": "C13H14BrCdN5S2", "method": "the ωB97M-V functional and the def2-TZVPD basis", "e_homo_ev": -7.5, "e_tot_ha": -4315.7856, "de_lowest_kj_mol": 8.6, "lumo_energy_ha": -0.0092, "elements": ["Cd", "C", "C", "N", "N", "C", "N", "S", "C", "C", "C", "C", "C", "N", "H", "H", "H", "H", "H", "H", "H", "H", "H", "H", "S", "C", "C", "C", "C", "C", "N", "H", "H", "H", "H", "Br"], "coordinates": [[0.0738, 1.4795, 0.4531], [1.1248, -0.6439, -3.6009], [1.1459, -0.3769, -2.1265], [1.5121, 0.7111, -1.5773], [1.9055, 1.7442, -2.3699], [2.1348, 2.9695, -1.8077], [2.2955, 3.9413, -2.7337], [2.2621, 3.2564, -0.1739], [0.6793, -1.4285, -1.1724], [0.8682, -2.7735, -1.4463], [0.4598, -3.7060, -0.5063], [-0.1307, -3.2636, 0.6633], [-0.2907, -1.8990, 0.8490], [0.0991, -1.0009, -0.0516], [0.6899, 0.1922, -4.1524], [0.5085, -1.5123, -3.8198], [2.1305, -0.8246, -3.9899], [1.7451, 1.6878, -3.3645], [1.8957, 3.8365, -3.6518], [2.3502, 4.8783, -2.3711], [1.3426, -3.0856, -2.3675], [0.6077, -4.7629, -0.6870], [-0.4660, -3.9544, 1.4242], [-0.7493, -1.5092, 1.7486], [0.9399, 1.0832, 2.8026], [-0.7334, 0.7174, 3.1482], [-1.1940, 0.2045, 4.3733], [-2.5289, -0.1053, 4.5143], [-3.4107, 0.0901, 3.4503], [-2.8935, 0.6108, 2.2844], [-1.6019, 0.9210, 2.1413], [-0.4917, 0.0522, 5.1809], [-2.8939, -0.4991, 5.4555], [-4.4624, -0.1468, 3.5286], [-3.5181, 0.8060, 1.4204], [-1.4055, 2.3107, -1.4673]], "mulliken_charge": [1.132, -1.829, 0.813, -0.443, -0.074, 0.444, -0.444, -0.440, 0.566, -0.758, -0.382, -0.839, 0.092, 0.187, 0.499, 0.410, 0.361, 0.206, 0.200, 0.241, 0.351, 0.427, 0.395, 0.140, -0.481, 0.513, -0.676, -0.145, -0.608, -0.308, -0.399, 0.396, 0.374, 0.396, 0.379, -0.697]}



[2]
{"formula": "C8H12BrNS", "method": "the ωB97M-V functional and the def2-TZVPD basis", "e_homo_ev": -9.1, "e_tot_ha": -3338.9285, "de_lowest_kj_mol": 0.0, "lumo_energy_ha": 0.0121, "smiles": "CC1(C)CCSC[C@]1(Br)C#N", "elements": ["C", "C", "C", "C", "C", "C", "C", "C", "N", "S", "Br", "H", "H", "H", "H", "H", "H", "H", "H", "H", "H", "H", "H"], "coordinates": [[1.9477, 0.1307, 1.1556], [0.0149, -0.8767, -1.0676], [0.0778, 0.1768, -2.2551], [0.9279, 1.8999, -0.2847], [0.6640, 0.6857, 0.7544], [-0.3982, -0.4275, 0.3322], [-0.3792, -1.7242, 1.2820], [-1.7873, 0.0990, 0.3728], [3.0389, -0.1602, 1.3102], [1.4018, 1.3828, -1.9072], [0.0685, 1.4960, 2.4990], [-0.5880, -1.8268, -1.2638], [1.2084, -1.0989, -0.9259], [0.2743, -0.2516, -3.2233], [-0.7457, 0.7502, -2.1621], [0.0315, 2.4634, -0.1449], [1.7088, 2.5595, 0.0944], [0.4709, -2.3427, 1.0124], [-1.2039, -2.4976, 1.0881], [-0.4578, -1.3217, 2.3266], [-1.6279, 1.0845, 0.0288], [-2.1444, 0.2074, 1.3124], [-2.5031, -0.4082, -0.3343]], "mulliken_charge": [0.195, -1.147, -0.782, -0.812, 0.056, 1.612, -1.611, -1.913, -0.499, -0.104, -0.049, 0.417, 0.347, 0.427, 0.370, 0.500, 0.378, 0.433, 0.403, 0.357, 0.537, 0.566, 0.318]}



[3]
{"formula": "C5H6N2S", "method": "the ωB97M-V functional and the def2-TZVPD basis", "e_homo_ev": -8.9, "e_tot_ha": -701.7063, "de_lowest_kj_mol": 348.2, "lumo_energy_ha": -0.0293, "smiles": "Cc1c[nH]c(C=S)n1", "elements": ["C", "C", "C", "C", "C", "H", "H", "H", "H", "H", "H", "N", "N", "S"], "coordinates": [[-2.3927, -0.4569, 0.0404], [-0.9430, -0.2388, -0.1036], [-0.5771, 1.0283, -0.0580], [1.1237, -0.3611, -0.2921], [2.5698, -0.8237, -0.1124], [-2.2493, -1.0944, 0.9610], [-2.6472, 0.7850, 0.4462], [-3.0891, -0.6868, -0.8940], [-0.9481, 2.1463, 0.2889], [1.6037, 1.7950, -0.1053], [2.7059, -1.9649, 0.1946], [0.8211, 0.9766, -0.2424], [0.0998, -1.1624, -0.1392], [3.9225, 0.0578, 0.0159]], "mulliken_charge": [-0.770, 0.570, -0.291, 0.270, -0.284, 0.253, 0.167, 0.273, 0.206, 0.323, 0.262, -0.120, -0.611, -0.246]}